# C3H9NO

2 unconnected molecules or ions with the total composition C3H9NO in a non-equilibrium geometry (ωB97M-V with the def2-TZVPD basis set, the Open Molecules 2025 dataset).

Calculated values
Frontier orbital gap (alpha / beta) in eV: 3.24 / 8.57
E_LUMO (alpha / beta) in eV: 4.47 / 4.23
Multiplicity: 2
Total charge: -1
Energy relative to the best compared isomer or geometry (same formula, charge and spin) in kcal per mole: 17.1

Structure (XYZ):
```
14
Properties=species:S:1:pos:R:3:mulliken_charge:R:1
C -0.071 0.898 -1.506 -2.741
C -0.745 -0.029 -0.526 0.468
C -0.871 -1.330 -0.818 -1.158
N -0.800 0.444 0.784 -1.042
H 1.017 0.779 -1.405 0.442
H -0.332 1.949 -1.422 1.000
H -0.312 0.451 -2.471 0.503
H -0.892 -2.130 -0.093 0.458
H -1.001 -1.785 -1.794 0.252
H -0.608 1.431 0.819 0.684
H -1.611 0.241 1.348 0.424
H 2.180 -0.423 1.518 0.500
H 1.968 0.100 3.107 0.579
O 2.078 -0.597 2.460 -1.369
```


# C49H52CoGeN3O2

A molecular structure, C49H52CoGeN3O2 (ωB97M-V with the def2-TZVPD basis set, the Open Molecules 2025 dataset).

Calculated values
Frontier orbital gap (alpha / beta) in eV: 7.31 / 7.35
E_LUMO (alpha / beta) in eV: -0.88 / -0.97

Structure (XYZ):
```
108
Properties=species:S:1:pos:R:3:mulliken_charge:R:1
Co -0.017 -0.210 -0.828 -1.299
C 1.867 0.578 -4.048 -1.592
C 1.887 1.197 -2.646 2.446
C 1.987 2.715 -2.724 -1.883
C 2.978 0.519 -1.822 0.997
C 4.209 1.146 -1.666 -0.781
C 5.263 0.486 -1.061 -1.535
C 5.107 -0.824 -0.645 -0.447
C 3.895 -1.501 -0.770 0.541
C 3.814 -2.970 -0.364 0.927
C 2.854 -3.274 0.789 -1.035
C 5.175 -3.573 -0.028 -2.232
C 2.811 -0.792 -1.333 -0.414
N 1.478 -1.302 -1.372 2.378
C 1.157 -2.410 -2.074 -0.687
O 1.851 -3.124 -2.783 -0.783
C -0.338 -2.666 -1.999 0.359
C -1.043 -3.780 -2.415 -0.544
C -2.425 -3.769 -2.259 -0.868
C -3.086 -2.653 -1.752 -0.882
C -2.318 -1.566 -1.391 -0.230
N -0.998 -1.633 -1.503 0.479
C -2.777 -0.177 -0.994 -0.151
O -3.966 0.088 -0.946 -0.726
N -1.712 0.654 -0.840 1.970
C -1.929 2.059 -0.935 -1.382
C -2.461 2.609 -2.121 0.877
C -2.651 3.983 -2.189 -0.056
C -2.296 4.817 -1.142 -1.673
C -1.713 4.269 -0.017 -0.208
C -1.514 2.895 0.103 -0.160
C -0.742 2.443 1.330 -0.655
C -2.761 1.040 2.178 -0.771
C 0.736 2.332 0.958 -1.534
C -2.762 1.794 -3.368 1.170
C -1.873 2.250 -4.528 -1.278
C -4.241 1.860 -3.751 -1.752
H 1.045 0.985 -4.642 0.340
H 2.805 0.800 -4.563 0.387
H 1.762 -0.507 -3.999 0.341
H 0.900 0.980 -2.213 -1.340
H 2.909 3.036 -3.212 0.548
H 1.158 3.107 -3.317 0.304
H 1.943 3.181 -1.740 0.242
H 4.353 2.155 -2.028 0.319
H 6.217 0.985 -0.937 0.398
H 5.954 -1.333 -0.207 0.382
H 3.448 -3.491 -1.245 0.324
H 3.279 -2.961 1.745 0.217
H 1.894 -2.779 0.677 -0.005
H 2.675 -4.352 0.838 0.541
H 5.602 -3.133 0.878 0.418
H 5.055 -4.643 0.157 0.468
H 5.893 -3.454 -0.842 0.431
H -0.511 -4.619 -2.842 0.611
H -3.000 -4.636 -2.558 0.437
H -4.162 -2.604 -1.657 0.613
H -3.072 4.412 -3.092 0.358
H -2.456 5.885 -1.213 0.413
H -1.411 4.912 0.803 0.508
H -0.807 3.288 2.018 1.202
H -3.105 0.505 1.293 -0.328
H -3.015 0.409 3.027 0.646
H -4.646 1.985 2.430 0.715
H 0.921 1.554 0.188 0.012
H 1.100 3.264 0.525 0.849
H 1.352 2.082 1.822 0.337
H -2.509 0.753 -3.179 -0.199
H -2.094 3.279 -4.821 0.310
H -0.815 2.200 -4.260 0.082
H -2.033 1.614 -5.402 0.468
H -4.530 2.886 -3.995 0.348
H -4.432 1.244 -4.633 0.438
H -4.869 1.507 -2.935 0.366
C 3.723 -1.200 3.932 -0.950
C 2.517 -1.738 4.360 -0.898
C 1.360 -1.523 3.623 -0.071
C 1.381 -0.754 2.456 0.168
C 2.604 -0.233 2.034 0.670
C 3.765 -0.452 2.765 -1.166
Ge -0.329 -0.475 1.523 2.726
C -1.376 -2.069 1.970 0.426
C -2.099 -2.143 3.164 -0.445
C -2.740 -3.315 3.543 -0.859
C -2.667 -4.443 2.738 -0.745
C -1.928 -4.399 1.565 -1.079
C -1.286 -3.225 1.193 -0.437
C -1.220 1.215 2.166 1.980
C -3.607 2.308 2.286 -0.725
C -3.290 3.273 3.381 -0.673
C -2.325 3.236 4.304 -0.753
C -1.233 2.272 4.476 -0.774
C -0.721 1.414 3.588 -0.850
H 4.628 -1.371 4.503 0.373
H 2.476 -2.333 5.263 0.416
H 0.434 -1.969 3.966 0.333
H 2.681 0.330 1.112 0.335
H 4.704 -0.047 2.408 0.430
H -2.144 -1.290 3.829 0.401
H -3.293 -3.347 4.474 0.421
H -3.170 -5.355 3.033 0.384
H -1.844 -5.280 0.941 0.477
H -0.686 -3.226 0.291 0.124
H -3.625 2.850 1.340 0.300
H -3.976 4.116 3.440 0.373
H -2.331 4.036 5.039 0.346
H -0.752 2.305 5.448 0.436
H 0.123 0.824 3.929 0.224
```


# C7H10

C7H10 in the gas phase (ωB97M-V with the def2-TZVPD basis set, the Open Molecules 2025 dataset).

Calculated values
Frontier orbital gap in eV: 8.93
E_LUMO in eV: 0.57
Energy relative to the best compared isomer or geometry (same formula, charge and spin) in kcal per mole: 91.5

Structure (XYZ):
```
17
Properties=species:S:1:pos:R:3:mulliken_charge:R:1
C 1.399 -1.000 -0.069 -0.903
C 0.210 -1.797 -0.538 -0.645
C 0.025 -0.391 -0.063 0.896
C -0.669 -0.050 1.255 -0.510
C -0.900 1.423 1.361 -0.818
C -0.463 1.922 0.033 -0.248
C -0.315 0.772 -0.980 -0.863
H 2.106 -0.657 -0.820 0.256
H 1.850 -1.268 0.884 0.255
H -0.147 -2.600 0.103 0.256
H 0.114 -2.000 -1.602 0.257
H -1.716 -0.413 1.246 0.276
H -0.225 -0.488 2.158 0.477
H 0.552 2.213 0.393 0.233
H -0.927 2.848 -0.318 0.444
H -1.269 0.600 -1.496 0.269
H 0.448 0.958 -1.744 0.368
```


# C22H29ClN4

C22H29ClN4 in the gas phase (ωB97M-V with the def2-TZVPD basis set, the Open Molecules 2025 dataset).

Calculated values
Frontier orbital gap in eV: 7.54
E_LUMO in eV: 0.84
SMILES: CCN(CC)c1ccc(/C=N/N2CCN(Cc3ccccc3Cl)CC2)cc1

Structure (XYZ):
```
56
Properties=species:S:1:pos:R:3:mulliken_charge:R:1
C -8.153 -2.241 -0.242 -1.092
H -8.781 -1.968 -1.086 0.316
H -7.218 -2.638 -0.630 0.299
H -8.656 -3.019 0.327 0.381
C -7.891 -1.021 0.646 -0.949
N -7.224 0.049 -0.056 0.283
C -5.853 0.135 -0.122 1.996
C -5.027 -0.914 0.316 -0.280
C -3.656 -0.825 0.249 -1.528
C -3.023 0.308 -0.267 0.715
C -3.839 1.353 -0.702 -1.430
C -5.212 1.275 -0.628 -0.372
H -5.786 2.123 -0.966 0.255
H -3.385 2.250 -1.102 0.308
C -1.585 0.410 -0.356 -0.450
N -0.841 -0.539 0.066 -0.696
N 0.483 -0.551 -0.051 0.593
C 1.160 -1.504 0.803 -0.552
C 2.121 -0.763 1.735 -0.876
N 3.165 -0.056 1.002 0.119
C 4.444 -0.745 0.974 -0.984
C 5.532 0.185 0.507 0.121
C 6.500 -0.184 -0.419 0.459
C 7.489 0.701 -0.822 -0.540
C 7.519 1.980 -0.298 -0.396
C 6.564 2.368 0.627 -0.695
C 5.586 1.476 1.022 -0.184
H 4.830 1.765 1.736 0.383
H 6.583 3.365 1.040 0.390
H 8.287 2.669 -0.614 0.371
H 8.226 0.384 -1.543 0.416
Cl 6.512 -1.777 -1.106 -0.241
H 4.680 -1.061 1.996 0.371
H 4.419 -1.642 0.335 0.496
C 2.740 0.301 -0.346 -0.887
C 1.257 0.629 -0.399 -1.118
H 0.992 0.939 -1.416 0.560
H 1.032 1.462 0.284 0.468
H 3.317 1.176 -0.664 0.488
H 2.948 -0.512 -1.063 0.358
H 1.550 -0.025 2.311 0.314
H 2.574 -1.461 2.442 0.492
H 1.717 -2.225 0.190 0.256
H 0.401 -2.045 1.368 0.396
H -1.199 1.330 -0.806 0.333
H -3.042 -1.645 0.587 0.392
H -5.457 -1.822 0.707 0.248
C -8.082 1.008 -0.710 -0.928
C -8.439 2.193 0.191 -1.094
H -8.956 1.848 1.084 0.312
H -7.541 2.719 0.502 0.292
H -9.088 2.886 -0.339 0.384
H -7.603 1.364 -1.625 0.502
H -9.002 0.494 -1.007 0.353
H -7.298 -1.313 1.516 0.508
H -8.846 -0.638 1.019 0.362
```


# C5H12NOS

A gas-phase ion, C5H12NOS (charge -1) in a non-equilibrium geometry (ωB97M-V with the def2-TZVPD basis set, the Open Molecules 2025 dataset).

Calculated values
Frontier orbital gap in eV: 5.56
E_LUMO in eV: 3.07
SMILES: CSCC[C@@H](N)C[O-]
Total charge: -1
Energy relative to the best compared isomer or geometry (same formula, charge and spin) in kcal per mole: 94.1

Structure (XYZ):
```
20
Properties=species:S:1:pos:R:3:mulliken_charge:R:1
C 1.895 1.102 -0.468 -0.514
O 3.123 1.077 -0.565 -0.841
C 1.407 0.330 0.991 0.134
C 0.005 -0.258 1.147 -0.841
C -0.712 0.079 -0.054 -0.372
S -2.275 -0.903 0.104 -0.119
C -3.279 -0.587 -1.460 -0.930
N 2.345 -0.720 1.409 -0.841
H 1.459 1.958 -0.163 0.311
H 1.301 0.638 -1.285 0.113
H 1.606 1.153 1.748 0.273
H 0.097 -1.395 1.315 0.357
H -0.484 0.157 2.025 0.193
H -0.183 -0.156 -0.940 0.347
H -1.173 1.156 -0.188 0.293
H -2.959 0.316 -1.855 0.278
H -3.138 -1.308 -2.269 0.264
H -4.256 -0.584 -1.238 0.385
H 3.196 -0.494 0.946 0.290
H 2.026 -1.560 0.800 0.220
```


# CN2O3

CN2O3 in the gas phase in a non-equilibrium geometry (ωB97M-V with the def2-TZVPD basis set, the Open Molecules 2025 dataset).

Calculated values
Frontier orbital gap in eV: 12.03
E_LUMO in eV: -0.04
SMILES: O=c1onno1
Energy relative to the best compared isomer or geometry (same formula, charge and spin) in kcal per mole: 68.9

Structure (XYZ):
```
6
Properties=species:S:1:pos:R:3:mulliken_charge:R:1
C 0.421 -0.691 0.209 0.614
N -0.248 1.359 -0.746 0.061
N -0.962 1.155 0.165 0.098
O 0.834 -1.761 0.255 -0.380
O 0.648 0.201 -0.675 -0.215
O -0.739 -0.122 0.773 -0.179
```


# C38H69BCsN7O3

A molecular structure, C38H69BCsN7O3 in a non-equilibrium geometry (ωB97M-V with the def2-TZVPD basis set, the Open Molecules 2025 dataset).

Calculated values
Frontier orbital gap in eV: 7.11
E_LUMO in eV: -0.06

Structure (XYZ):
```
119
Properties=species:S:1:pos:R:3:mulliken_charge:R:1
Cs 0.219 -1.327 0.193 0.732
C 2.276 2.348 4.194 -1.492
C 1.290 1.298 3.642 1.570
C 0.265 0.711 4.666 -1.468
C 0.635 1.965 2.514 -0.397
C -0.291 3.008 2.585 -0.831
C -0.529 3.379 1.300 -0.551
C -1.262 4.733 1.018 0.786
C -1.723 4.967 -0.450 -1.782
C -0.331 5.806 1.554 -1.468
N 0.102 2.491 0.489 0.872
N 0.847 1.588 1.234 -0.589
B 0.044 2.318 -1.038 -0.636
N -1.259 1.648 -1.544 1.359
N -2.197 1.360 -0.644 -0.670
C -3.377 1.162 -1.295 -1.367
C -3.124 1.198 -2.697 0.425
C -1.790 1.456 -2.836 -0.205
C -1.141 1.740 -4.152 2.143
C -0.598 3.167 -4.356 -1.237
C -2.197 1.445 -5.247 -1.942
C -4.582 1.059 -0.489 1.019
C -4.341 0.274 0.847 -1.040
C -5.743 0.492 -1.351 -1.634
N 1.273 1.595 -1.679 0.903
N 1.108 0.324 -2.271 -0.756
C 2.294 -0.065 -2.768 -0.175
C 3.269 0.902 -2.490 -0.171
C 2.558 1.957 -1.819 -0.746
C 3.218 3.148 -1.138 1.082
C 4.009 4.066 -2.091 -1.738
C 4.223 2.579 -0.091 -1.271
C 2.411 -1.359 -3.473 1.937
C 3.870 -1.754 -3.887 -1.443
C 1.438 -1.409 -4.704 -1.237
H 2.977 1.986 4.939 0.452
H 2.909 2.701 3.346 0.288
H 1.785 3.283 4.536 0.285
H 1.980 0.522 3.279 -0.389
H -0.352 1.530 5.061 0.259
H -0.413 0.001 4.150 0.246
H 0.768 0.310 5.544 0.468
H -0.475 3.549 3.480 0.569
H -2.176 4.532 1.610 0.493
H -0.995 5.450 -1.014 0.410
H -2.027 4.105 -1.001 0.107
H -2.538 5.675 -0.423 0.612
H 0.726 5.525 1.339 0.263
H -0.542 6.711 0.888 0.473
H -0.536 5.995 2.620 0.292
H -0.044 3.372 -1.618 0.108
H -3.757 0.911 -3.555 0.286
H -0.325 1.097 -4.243 -1.077
H -1.069 3.985 -3.780 0.044
H 0.497 3.281 -4.263 0.287
H -0.886 3.415 -5.386 0.549
H -2.817 2.400 -5.360 0.357
H -1.751 1.370 -6.215 0.516
H -2.821 0.524 -5.049 0.325
H -4.817 2.107 -0.264 0.144
H -3.593 -0.515 0.692 0.107
H -3.835 0.881 1.643 0.175
H -5.282 -0.104 1.240 0.421
H -5.426 -0.458 -1.751 0.340
H -6.571 0.284 -0.732 0.490
H -6.040 1.156 -2.207 0.257
H 4.255 0.867 -2.865 0.574
H 2.433 3.685 -0.680 -0.138
H 4.960 3.566 -2.262 0.345
H 3.499 4.346 -3.029 0.330
H 4.196 4.994 -1.541 0.476
H 4.897 1.875 -0.659 0.276
H 4.958 3.287 0.292 0.449
H 3.808 2.072 0.805 0.085
H 2.024 -2.119 -2.787 -0.577
H 4.469 -0.859 -4.093 0.308
H 4.271 -2.265 -2.988 0.213
H 3.917 -2.449 -4.709 0.399
H 1.983 -1.133 -5.654 0.313
H 1.053 -2.414 -4.774 0.382
H 0.563 -0.800 -4.502 0.197
C -2.685 -3.163 -1.312 -0.659
O -1.398 -3.637 -0.953 -0.036
C -1.301 -4.964 -0.450 -0.144
C 0.020 -5.451 -1.036 -0.875
O 1.039 -4.547 -0.545 0.096
C 2.272 -5.105 -0.229 -0.762
C 3.308 -3.943 -0.166 0.087
O 2.893 -3.079 0.896 -0.282
C 3.753 -1.924 1.090 -0.493
H -3.419 -3.199 -0.541 0.366
H -2.561 -2.026 -1.444 -0.042
H -3.002 -3.565 -2.304 0.313
H -1.207 -4.971 0.680 -0.071
H -2.066 -5.630 -0.828 0.500
H 0.233 -6.475 -0.707 0.487
H 0.015 -5.434 -2.120 0.269
H 2.318 -5.646 0.733 0.312
H 2.609 -5.743 -1.066 0.395
H 4.276 -4.460 0.128 0.370
H 3.361 -3.332 -1.072 -0.242
H 4.790 -2.201 1.336 0.355
H 3.756 -1.264 0.190 0.287
H 3.313 -1.409 1.965 -0.006
C -2.862 -4.183 4.352 -1.409
C -1.625 -3.532 5.075 2.256
C -0.651 -4.592 5.569 -1.582
C -1.946 -2.718 6.338 -1.569
C -0.907 -2.747 4.025 -0.532
N -0.387 -2.207 3.133 -0.500
H -3.376 -4.824 5.098 0.362
H -2.543 -4.754 3.514 0.331
H -3.553 -3.500 3.872 0.368
H -1.216 -5.326 6.143 0.440
H 0.200 -4.209 6.204 0.349
H -0.151 -5.165 4.756 0.338
H -2.166 -3.441 7.108 0.440
H -2.765 -1.974 6.102 0.338
H -1.073 -2.167 6.682 0.375
```


# C4H8N2O

2 unconnected molecules or ions with the total composition C4H8N2O in a non-equilibrium geometry (ωB97M-V with the def2-TZVPD basis set, the Open Molecules 2025 dataset).

Calculated values
Frontier orbital gap in eV: 9.40
E_LUMO in eV: 0.69
Energy relative to the best compared isomer or geometry (same formula, charge and spin) in kcal per mole: 184.4

Structure (XYZ):
```
15
Properties=species:S:1:pos:R:3:mulliken_charge:R:1
C 1.231 0.449 1.306 -1.053
C -0.150 0.222 0.549 0.348
C -0.321 -1.325 0.296 -0.611
C -0.763 -0.414 -1.629 -0.081
H 2.094 0.445 0.592 0.317
H 0.821 1.584 2.229 0.246
H 1.372 -0.497 2.162 0.250
H -1.163 0.503 1.004 0.350
H 0.744 -1.978 0.558 0.218
H -1.146 -2.076 0.727 0.260
H -0.998 -0.335 -2.832 0.260
H -0.162 2.429 -1.806 0.362
N -0.436 -1.481 -1.172 -0.421
N -0.239 0.631 -0.784 0.047
O -0.885 1.843 -1.199 -0.492
```


Number 1: E -6792.20420 eV. Number 2: E -154366.06439 eV. Number 3: E -7417.06605 eV. Number 4: E -41766.37977 eV. Number 5: E -19750.14875 eV. Number 6: E -10155.63638 eV. Number 7: E -58322.41128 eV. Number 8: E -9298.39593 eV.